{
  "formula": "C37H83BF3INO12PS",
  "method": "ωB97M-V/def2-TZVPD",
  "e_above_lowest_ev": 5.173,
  "homo_lumo_gap_ev": 8.47,
  "e_tot_ev": -102826.1883,
  "symbols": ["C", "O", "C", "C", "C", "C", "C", "C", "C", "C", "C", "C", "C", "C", "C", "C", "C", "N", "O", "S", "O", "O", "C", "C", "F", "F", "F", "C", "P", "O", "I", "C", "C", "B", "O", "O", "C", "H", "H", "H", "H", "H", "H", "H", "H", "H", "H", "H", "H", "H", "H", "H", "H", "H", "H", "H", "H", "H", "H", "H", "H", "H", "H", "H", "H", "H", "H", "H", "H", "H", "H", "H", "H", "H", "H", "H", "H", "H", "H", "H", "C", "C", "C", "O", "H", "H", "H", "H", "H", "H", "H", "H", "C", "C", "C", "O", "H", "H", "H", "H", "H", "H", "H", "H", "C", "C", "C", "O", "H", "H", "H", "H", "H", "H", "H", "H", "C", "C", "C", "O", "H", "H", "H", "H", "H", "H", "H", "H", "C", "C", "C", "O", "H", "H", "H", "H", "H", "H", "H", "H"],
  "xyz": [[-0.920, -7.679, -4.646], [-0.699, -6.967, -5.882], [-0.952, -5.558, -5.753], [0.208, -4.616, -6.308], [1.650, -5.283, -6.381], [2.595, -4.934, -5.127], [1.921, -5.216, -3.711], [2.698, -4.270, -2.640], [1.596, -3.306, -2.008], [2.287, -1.990, -1.418], [1.308, -0.763, -1.671], [1.363, 0.389, -0.530], [2.716, 1.201, -0.905], [4.055, 0.559, -0.340], [5.147, 0.436, -1.532], [5.505, 1.832, -2.213], [5.053, 1.717, -3.758], [5.906, 0.733, -4.516], [1.608, -0.118, 0.794], [0.504, -1.210, 1.352], [0.878, -1.591, 2.755], [-1.053, -0.493, 1.534], [-1.581, -0.591, 0.183], [-3.135, -0.994, 0.361], [-3.311, -1.589, 1.604], [-4.007, 0.076, 0.298], [-3.469, -1.963, -0.594], [-1.353, 0.704, -0.709], [-2.120, 0.307, -2.397], [-0.975, 0.175, -3.646], [-3.433, 2.331, -3.038], [0.093, 1.382, -0.662], [0.381, 2.355, -1.936], [0.014, 2.489, 0.558], [0.727, 2.461, 1.775], [-0.849, 3.640, 0.336], [-0.092, 4.878, 0.396], [-1.358, -8.691, -4.931], [-1.664, -7.190, -3.950], [0.084, -7.889, -4.146], [-1.239, -5.233, -4.697], [-1.881, -5.338, -6.388], [0.295, -3.744, -5.567], [-0.088, -4.136, -7.296], [1.653, -6.397, -6.567], [2.174, -4.816, -7.286], [3.521, -5.581, -5.246], [2.919, -3.851, -5.276], [0.804, -5.032, -3.689], [2.194, -6.285, -3.428], [3.169, -4.887, -1.813], [3.433, -3.626, -3.207], [0.926, -2.962, -2.870], [0.933, -3.800, -1.237], [2.532, -2.194, -0.329], [3.298, -1.882, -1.940], [0.272, -1.184, -1.827], [1.612, -0.318, -2.680], [2.853, 1.281, -2.035], [2.692, 2.275, -0.533], [4.551, 1.252, 0.422], [3.976, -0.482, 0.080], [6.042, -0.122, -1.106], [4.685, -0.257, -2.310], [6.640, 1.936, -2.263], [5.014, 2.732, -1.739], [3.979, 1.321, -3.856], [5.046, 2.724, -4.283], [5.516, 0.764, -5.474], [5.681, -0.228, -4.209], [-1.115, -1.547, -0.245], [-2.068, 1.487, -0.264], [-0.738, -0.760, -3.814], [1.034, 3.217, -1.567], [-0.561, 2.835, -2.331], [0.850, 1.797, -2.802], [0.233, 2.933, 2.488], [1.020, 4.689, 0.531], [-0.531, 5.525, 1.219], [-0.284, 5.412, -0.598], [-4.979, -0.963, 5.818], [-4.368, -2.335, 6.057], [-2.882, -2.233, 6.365], [-4.558, -3.147, 4.899], [-4.508, -0.470, 4.961], [-6.043, -1.051, 5.587], [-4.864, -0.322, 6.696], [-4.882, -2.827, 6.886], [-2.340, -1.784, 5.527], [-2.453, -3.226, 6.523], [-2.705, -1.630, 7.258], [-4.107, -2.722, 4.158], [-2.307, 8.940, 2.994], [-2.721, 7.477, 2.952], [-4.017, 7.246, 3.714], [-1.687, 6.674, 3.519], [-2.133, 9.266, 4.025], [-1.369, 9.089, 2.453], [-3.073, 9.580, 2.550], [-2.844, 7.160, 1.913], [-3.901, 7.515, 4.769], [-4.296, 6.190, 3.685], [-4.834, 7.836, 3.291], [-1.569, 6.944, 4.437], [-2.238, 2.762, 6.330], [-1.791, 2.663, 4.880], [-1.400, 1.243, 4.514], [-0.675, 3.529, 4.664], [-1.430, 2.469, 7.008], [-2.504, 3.792, 6.580], [-3.103, 2.121, 6.521], [-2.598, 3.003, 4.224], [-0.562, 0.897, 5.126], [-1.072, 1.193, 3.473], [-2.237, 0.554, 4.649], [0.044, 3.237, 5.239], [-6.493, -6.702, 5.363], [-7.740, -6.033, 4.805], [-7.729, -6.023, 3.284], [-7.817, -4.695, 5.289], [-5.592, -6.164, 5.054], [-6.509, -6.692, 6.455], [-6.415, -7.738, 5.023], [-8.630, -6.558, 5.162], [-6.870, -5.462, 2.905], [-8.625, -5.530, 2.898], [-7.688, -7.038, 2.882], [-7.033, -4.221, 4.978], [8.846, 5.511, -4.474], [7.355, 5.223, -4.554], [6.700, 5.317, -3.184], [7.151, 3.918, -5.090], [9.350, 4.784, -3.830], [9.306, 5.430, -5.462], [9.035, 6.514, -4.083], [6.880, 5.932, -5.237], [7.130, 4.584, -2.495], [5.632, 5.098, -3.254], [6.825, 6.314, -2.754], [7.567, 3.281, -4.493]],
  "atomic_forces_ev_per_a": [[0.209, -1.353, -0.261], [-0.384, 0.858, 1.496], [-0.973, 1.103, -0.845], [0.380, 0.118, 0.679], [0.817, 0.695, -0.432], [-0.909, -0.535, -1.003], [2.226, 0.159, 0.200], [-2.152, -0.277, 0.093], [0.958, 0.842, -0.636], [-0.265, -0.924, -0.091], [0.579, -0.317, 0.360], [0.681, 0.934, -2.976], [0.547, 0.228, 0.503], [1.537, 0.267, -0.875], [-0.799, -0.180, 0.835], [0.184, -1.179, -1.730], [-0.882, -0.053, 0.291], [-0.861, 0.454, -0.243], [-1.582, -0.041, 0.882], [0.780, -1.923, 3.202], [-0.522, 1.674, -3.385], [1.423, 0.579, -1.734], [-0.901, -0.795, -0.017], [0.149, -0.612, 0.363], [0.012, 0.865, -1.969], [1.270, -1.818, -0.171], [0.174, 1.900, 1.689], [-0.152, 1.018, 0.491], [-0.518, -1.066, -0.933], [-0.195, 0.393, 1.117], [0.751, -0.419, 0.219], [1.027, 0.642, 0.493], [-0.336, 0.004, 0.131], [-0.424, 1.193, 1.052], [-1.358, -0.309, -1.167], [1.860, -1.558, 0.083], [-0.650, 0.837, -0.392], [0.539, 1.212, 0.357], [0.962, -0.295, -0.756], [-1.320, 0.474, -0.327], [0.583, -0.761, -1.171], [1.102, -0.249, 0.849], [-0.143, -1.009, -1.003], [0.393, -0.902, 1.150], [-0.427, 1.225, 0.304], [-0.665, -0.731, 1.123], [-0.954, 0.885, 0.326], [-0.505, -1.227, 0.543], [1.398, -0.316, -0.041], [-0.900, 1.174, -0.481], [-0.252, 0.846, -1.125], [-0.571, -0.863, 0.877], [0.759, -0.518, 1.024], [0.774, 0.404, -0.855], [-0.392, 0.514, -1.182], [-1.464, 0.170, 0.669], [1.022, 0.485, 0.449], [-0.596, -0.366, 1.476], [-0.568, -0.201, 1.595], [-0.252, -1.351, -0.267], [-0.971, -1.081, -0.725], [-0.285, 1.293, -0.197], [-0.925, 0.907, -0.607], [0.622, 0.847, 0.848], [-1.487, 0.172, 0.302], [0.611, -1.086, -0.343], [1.068, 0.795, 0.643], [0.427, -1.276, 0.625], [0.624, -0.045, 0.546], [0.206, 0.748, 0.041], [-0.778, 1.384, 0.062], [0.824, -1.014, -0.792], [-0.491, 0.617, 0.238], [-0.704, -1.252, -0.824], [0.902, -0.612, 0.659], [-0.454, 0.758, 1.115], [0.551, -0.033, -0.581], [-1.369, 0.400, -0.023], [0.835, -0.753, -0.796], [0.465, -0.646, 1.305], [-0.279, 0.049, 0.063], [0.388, 0.466, -0.315], [0.128, -0.186, 0.142], [-0.291, -0.318, 0.041], [0.108, -0.037, 0.071], [0.059, -0.013, 0.086], [-0.002, -0.004, -0.057], [-0.039, -0.125, -0.199], [-0.085, 0.084, 0.034], [-0.074, 0.061, 0.047], [0.022, -0.010, -0.058], [-0.041, -0.032, 0.082], [0.118, 0.126, -0.243], [-0.025, 0.319, 0.665], [-0.199, -0.199, -0.101], [0.077, -0.178, -0.344], [-0.137, -0.051, 0.001], [-0.096, -0.033, -0.023], [0.048, 0.004, 0.051], [0.150, -0.124, 0.091], [0.040, 0.123, -0.072], [0.017, 0.075, -0.076], [0.020, -0.025, 0.062], [-0.010, -0.072, -0.091], [-0.165, 0.243, 0.073], [0.263, -0.424, 0.498], [-0.023, -0.066, -0.272], [0.055, 0.233, -0.408], [-0.018, -0.125, -0.085], [-0.045, -0.071, -0.063], [0.058, 0.015, 0.013], [0.200, 0.176, -0.035], [-0.094, 0.012, 0.081], [-0.096, -0.059, 0.073], [0.063, 0.005, -0.015], [-0.106, -0.025, -0.035], [0.039, -0.166, 0.212], [0.614, 0.229, -0.264], [-0.232, -0.037, -0.172], [-0.241, 0.070, 0.142], [-0.082, -0.007, -0.113], [-0.069, -0.041, -0.074], [0.027, 0.041, 0.020], [-0.009, 0.201, 0.063], [0.059, -0.099, 0.102], [0.016, -0.085, 0.063], [0.019, 0.056, -0.015], [-0.001, -0.079, 0.044], [0.135, 0.154, -0.208], [0.356, -0.348, 0.495], [-0.246, 0.110, 0.036], [-0.161, 0.132, -0.251], [-0.106, 0.056, 0.083], [-0.080, 0.057, 0.046], [0.029, -0.061, 0.002], [-0.023, -0.200, -0.073], [0.109, 0.073, -0.047], [0.052, 0.077, -0.037], [-0.011, -0.062, 0.019], [-0.074, -0.016, -0.108]]
}